Entry 1:
114
Properties=species:S:1:pos:R:3:mulliken_charge:R:1 method="wB97M-V/def2-TZVPD" relative_energy_ev=0.000 spin_multiplicity=3 homo_lumo_gap_ev="6.61 / 6.62" total_charge=-1 energy_ha=-6626.224527
Tm 0.192 -1.296 -1.404 0.150
C -4.526 1.850 4.727 -2.004
C -3.894 2.453 3.444 2.073
C -3.069 3.712 3.840 -1.546
C -5.009 2.884 2.472 -1.559
C -3.051 1.458 2.685 -0.157
C -2.394 1.813 1.517 -0.381
C -1.738 0.867 0.716 -0.224
Se -0.777 1.539 -0.832 0.001
C 0.835 1.884 0.109 -0.046
C 1.113 3.230 0.308 -0.177
C 2.354 3.606 0.796 -0.388
C 3.301 2.620 1.032 -0.225
C 3.054 1.263 0.877 -0.851
C 1.782 0.867 0.301 0.701
O 1.536 -0.344 -0.043 -0.213
C 4.123 0.253 1.338 2.568
C 5.305 0.955 2.060 -2.360
C 4.658 -0.554 0.147 -1.243
C 3.503 -0.695 2.385 -1.489
C 2.752 5.052 0.980 1.722
C 1.542 6.001 0.702 -1.978
C 3.287 5.246 2.435 -1.418
C 3.892 5.396 -0.068 -1.428
C -1.738 -0.517 1.032 0.969
O -1.337 -1.398 0.143 -0.048
C -2.213 -0.830 2.359 -0.848
C -2.998 0.105 3.018 -0.591
C -1.921 -2.163 3.075 2.136
C -1.433 -1.801 4.527 -1.620
C -0.747 -2.965 2.487 -1.292
C -3.217 -3.019 3.098 -1.667
H -5.123 2.642 5.228 0.439
H -3.736 1.520 5.473 0.331
H -5.212 1.030 4.500 0.379
H -3.737 4.429 4.381 0.433
H -2.694 4.184 2.917 0.304
H -2.186 3.477 4.493 0.307
H -5.651 3.631 2.948 0.451
H -5.618 1.997 2.198 0.322
H -4.571 3.341 1.558 0.312
H -2.407 2.869 1.209 0.282
H 0.365 3.996 0.099 0.270
H 4.287 2.931 1.313 0.401
H 5.915 1.565 1.371 0.372
H 5.939 0.189 2.507 0.484
H 4.940 1.573 2.896 0.409
H 4.929 0.148 -0.683 0.138
H 3.924 -1.311 -0.225 0.027
H 5.574 -1.144 0.433 0.461
H 3.061 -0.129 3.213 0.354
H 4.248 -1.445 2.759 0.430
H 2.689 -1.324 1.974 0.098
H 0.769 5.772 1.448 0.369
H 1.123 5.866 -0.313 0.296
H 1.916 7.041 0.818 0.469
H 2.484 4.954 3.145 0.332
H 3.521 6.329 2.615 0.389
H 4.160 4.607 2.656 0.272
H 3.511 5.211 -1.079 0.305
H 4.806 4.797 0.122 0.284
H 4.129 6.482 0.006 0.426
H -3.515 -0.218 3.909 0.353
H -0.576 -1.135 4.386 0.378
H -1.095 -2.710 5.044 0.464
H -2.238 -1.289 5.121 0.273
H 0.163 -2.347 2.451 0.132
H -0.950 -3.293 1.453 -0.136
H -0.552 -3.889 3.097 0.502
H -4.032 -2.466 3.578 0.286
H -3.047 -3.985 3.623 0.462
H -3.539 -3.309 2.084 0.194
C 0.392 -6.812 -2.437 -1.484
C -0.845 -5.963 -2.442 1.070
C -1.626 -5.851 -3.627 -0.541
C -2.767 -5.038 -3.640 -0.541
C -3.112 -4.301 -2.483 -0.520
C -2.326 -4.436 -1.338 -0.068
C -1.230 -5.288 -1.305 -0.538
H 1.042 -6.591 -3.299 0.214
H 0.141 -7.885 -2.488 0.447
H 0.993 -6.689 -1.469 0.263
H -1.352 -6.471 -4.482 0.387
H -3.443 -5.054 -4.517 0.343
H -4.011 -3.664 -2.547 0.334
H -2.516 -3.790 -0.466 0.337
H -0.701 -5.417 -0.360 0.288
C 2.960 0.965 -4.541 -1.022
C 2.126 1.008 -5.685 -0.529
C 0.766 0.754 -5.552 -1.256
C 0.220 0.444 -4.257 0.695
N 1.071 0.228 -3.187 0.621
C 2.354 0.619 -3.323 -0.230
C -1.209 0.278 -4.051 1.188
C -2.101 0.563 -5.092 -1.141
C -3.443 0.428 -4.846 -0.678
C -3.939 0.018 -3.613 -0.945
C -3.059 -0.252 -2.589 -0.245
C -1.691 -0.235 -2.819 0.427
H 4.018 1.187 -4.542 0.493
H 2.542 1.278 -6.648 0.406
H 0.152 0.655 -6.441 0.328
H 2.965 0.586 -2.421 0.312
H -1.774 0.966 -6.015 0.365
H -4.161 0.620 -5.672 0.288
H -5.020 -0.046 -3.506 0.438
H -3.431 -0.506 -1.602 0.385
Cl 4.182 -2.593 -3.522 -0.163
C 2.833 -3.820 -3.334 -0.167
Cl 2.596 -4.635 -4.932 -0.194
C 1.626 -3.134 -2.606 0.775
O 1.798 -2.949 -1.373 -0.718
O 0.655 -2.655 -3.255 -0.445
H 3.186 -4.585 -2.665 0.397



Entry 2:
114
Properties=species:S:1:pos:R:3:mulliken_charge:R:1 method="wB97M-V/def2-TZVPD" relative_energy_ev=0.594 spin_multiplicity=2 homo_lumo_gap_ev="6.59 / 7.02" total_charge=+3 energy_ha=-8441.758416
V 0.418 -0.531 0.685 -0.042
C 3.021 -1.192 3.120 -1.250
Si 2.919 -0.659 1.368 1.501
C 3.668 1.007 1.126 0.236
C 4.940 1.320 1.632 -0.890
C 5.538 2.529 1.321 -0.817
C 4.878 3.447 0.503 -0.948
C 3.615 3.161 0.013 -0.421
C 3.013 1.939 0.328 -0.065
P 1.298 1.586 -0.156 2.339
C 1.219 1.734 -1.956 0.468
C -0.007 1.889 -2.610 0.654
C -0.044 2.021 -3.991 -0.855
C 1.136 1.988 -4.726 -0.933
C 2.355 1.801 -4.083 -0.825
C 2.400 1.663 -2.700 -1.160
C 0.408 2.963 0.616 0.821
C 0.171 4.159 -0.043 -0.576
C -0.366 5.235 0.660 -1.131
C -0.679 5.111 2.009 -0.942
C -0.447 3.908 2.672 -0.768
C 0.100 2.842 1.974 -0.222
C 3.668 -1.765 0.087 0.568
C 5.059 -1.915 0.016 -0.774
C 5.634 -2.675 -0.987 -0.938
C 4.834 -3.304 -1.941 -0.921
C 3.456 -3.175 -1.888 -0.461
C 2.881 -2.402 -0.877 0.411
P 1.086 -2.382 -0.653 2.268
C 0.705 -4.008 0.030 0.929
C 0.416 -5.079 -0.810 -0.840
C 0.276 -6.353 -0.272 -0.772
C 0.428 -6.556 1.093 -0.655
C 0.719 -5.485 1.935 -0.762
C 0.854 -4.211 1.404 -0.219
C 0.269 -2.216 -2.241 0.882
C 0.889 -1.513 -3.279 -1.144
C 0.222 -1.343 -4.483 -0.903
C -1.067 -1.842 -4.647 -0.872
C -1.694 -2.527 -3.610 -0.913
C -1.031 -2.710 -2.407 -0.648
H 4.070 -1.455 3.333 0.507
H 2.410 -2.067 3.355 0.330
H 2.745 -0.362 3.776 0.461
H 5.474 0.615 2.272 0.451
H 6.522 2.764 1.715 0.466
H 5.349 4.392 0.260 0.475
H 3.100 3.890 -0.603 0.545
H -0.924 1.928 -2.039 -0.441
H -0.993 2.167 -4.499 0.508
H 1.106 2.108 -5.807 0.499
H 3.275 1.772 -4.657 0.468
H 3.354 1.522 -2.206 0.520
H 0.404 4.264 -1.098 0.779
H -0.534 6.181 0.152 0.677
H -1.095 5.956 2.550 0.465
H -0.675 3.820 3.730 0.479
H 0.325 1.919 2.499 -0.133
H 5.707 -1.429 0.747 0.384
H 6.712 -2.779 -1.032 0.476
H 5.288 -3.899 -2.723 0.489
H 2.836 -3.680 -2.624 0.479
H 0.306 -4.930 -1.879 0.462
H 0.056 -7.190 -0.926 0.474
H 0.327 -7.556 1.505 0.451
H 0.848 -5.651 3.000 0.511
H 1.088 -3.381 2.057 -0.164
H 1.892 -1.133 -3.162 0.664
H 0.713 -0.828 -5.301 0.602
H -1.582 -1.711 -5.594 0.474
H -2.692 -2.934 -3.749 0.517
H -1.509 -3.277 -1.614 0.506
C -5.246 4.221 -0.984 -1.329
Ge -3.578 3.459 -1.591 0.612
C -2.367 4.892 -2.063 -0.904
C -3.826 2.257 -3.091 -0.818
C -2.973 2.544 0.084 -0.926
Se -2.155 0.782 0.300 -0.003
C -3.132 -0.265 -1.011 -0.788
H -5.641 4.897 -1.750 0.426
H -5.086 4.801 -0.069 0.400
H -5.993 3.445 -0.790 0.375
H -2.862 5.482 -2.845 0.476
H -1.409 4.553 -2.450 0.207
H -2.203 5.550 -1.203 0.237
H -4.178 2.867 -3.930 0.411
H -4.587 1.498 -2.888 0.353
H -2.894 1.769 -3.397 0.009
H -3.871 2.441 0.688 0.753
H -2.315 3.234 0.614 0.012
H -2.770 -0.057 -2.007 0.031
H -4.183 -0.013 -0.925 0.638
H -2.983 -1.313 -0.779 0.150
C -2.251 -3.284 1.497 -0.845
N -2.397 -2.315 2.600 0.212
C -3.507 -2.570 3.562 -0.632
C -3.863 -1.278 4.260 -0.607
C -2.627 -0.778 4.964 -0.621
N -1.501 -0.705 3.995 0.168
C -0.347 0.112 4.419 -0.539
C -1.501 -1.406 2.891 -0.166
O -0.459 -1.165 2.031 0.847
H -3.231 -3.470 1.072 0.572
H -1.846 -4.226 1.864 0.355
H -1.597 -2.916 0.728 -0.306
H -3.194 -3.333 4.276 0.291
H -4.342 -2.967 2.994 0.420
H -4.680 -1.419 4.966 0.399
H -4.176 -0.547 3.516 0.234
H -2.338 -1.434 5.786 0.335
H -2.769 0.221 5.370 0.444
H -0.647 1.152 4.523 0.193
H 0.462 0.035 3.716 -0.383
H 0.002 -0.247 5.385 0.515



Entry 3:
118
Properties=species:S:1:pos:R:3:mulliken_charge:R:1 method="wB97M-V/def2-TZVPD" relative_energy_ev=0.000 homo_lumo_gap_ev=7.26 total_charge=+1 energy_ha=-4989.436036
Pb 0.319 -0.399 1.071 1.725
O -1.981 0.215 2.010 1.293
C -2.148 0.374 3.358 0.602
C -2.538 1.610 3.866 0.254
C -2.799 1.778 5.215 -0.993
C -2.693 0.703 6.087 -0.906
C -2.273 -0.518 5.593 -0.700
C -1.947 -0.693 4.246 0.104
C -1.301 -1.980 3.919 -0.975
N -0.300 -2.093 3.152 0.391
C 0.368 -3.392 3.061 -0.952
C 1.290 -3.414 1.839 -0.944
N 0.591 -2.818 0.707 0.164
C -0.138 -3.596 0.001 -0.848
C -1.105 -3.239 -1.001 0.452
C -1.627 -4.329 -1.735 -0.957
C -2.565 -4.170 -2.717 -1.222
C -3.002 -2.870 -3.002 -0.812
C -2.517 -1.794 -2.304 -0.375
C -1.592 -1.926 -1.239 0.698
O -1.275 -0.852 -0.546 -1.074
H -2.640 2.441 3.180 0.409
H -3.099 2.750 5.583 0.464
H -2.924 0.819 7.137 0.425
H -2.164 -1.363 6.264 0.457
H -1.654 -2.843 4.497 0.467
H -0.361 -4.204 2.985 0.489
H 0.959 -3.556 3.965 0.420
H 1.591 -4.445 1.631 0.498
H 2.193 -2.832 2.046 0.259
H -0.033 -4.677 0.161 0.332
H -1.259 -5.322 -1.499 0.404
H -2.951 -5.020 -3.262 0.475
H -3.735 -2.705 -3.783 0.473
H -2.857 -0.798 -2.546 0.358
C 1.365 0.592 4.268 -0.731
N 1.313 2.030 4.319 0.081
C 0.791 2.695 5.492 -0.076
C 0.882 4.166 5.089 -0.844
N 0.987 4.135 3.624 0.029
C 1.731 5.262 3.081 -1.048
C 1.214 2.822 3.202 0.260
N 1.266 2.329 2.025 0.325
C 1.154 3.195 0.870 -1.469
C 0.760 2.379 -0.344 0.601
N 1.609 1.221 -0.559 0.585
C 2.726 1.267 -1.201 -0.699
N 3.615 0.229 -1.139 0.444
C 3.583 -0.730 -0.062 -0.911
C 4.862 0.528 -1.822 -0.740
C 4.552 1.837 -2.555 -0.751
N 3.247 2.236 -2.031 0.223
C 2.445 3.139 -2.840 -1.219
H 1.997 0.224 5.077 0.467
H 1.798 0.289 3.317 -0.084
H 0.368 0.139 4.367 0.292
H 1.394 2.457 6.369 0.450
H -0.243 2.390 5.694 -0.192
H 1.764 4.642 5.525 0.341
H 0.001 4.735 5.388 0.366
H 1.305 6.177 3.491 0.396
H 1.661 5.319 2.000 0.303
H 2.789 5.219 3.364 0.353
H 2.098 3.713 0.651 0.358
H 0.371 3.954 1.003 0.793
H 0.699 3.057 -1.190 0.377
H -0.261 2.020 -0.190 -1.259
H 2.990 -1.615 -0.318 0.097
H 3.166 -0.264 0.837 0.181
H 4.600 -1.047 0.169 0.502
H 5.136 -0.273 -2.510 0.337
H 5.678 0.651 -1.103 0.497
H 4.499 1.688 -3.636 0.426
H 5.300 2.606 -2.359 0.362
H 3.011 3.381 -3.738 0.467
H 2.222 4.074 -2.326 0.313
H 1.510 2.669 -3.150 0.383
C 2.561 -0.678 -4.675 -0.632
Te 0.930 -1.152 -3.369 0.158
C 1.721 -3.137 -3.493 -1.094
C 2.522 -3.179 -4.771 0.609
C 2.870 -4.386 -5.371 -0.665
C 3.600 -4.401 -6.550 -0.597
C 3.993 -3.205 -7.135 -0.597
C 3.660 -2.000 -6.537 -0.685
C 2.926 -1.978 -5.355 0.393
H 3.399 -0.295 -4.086 -0.059
H 2.269 0.087 -5.391 0.633
H 0.906 -3.859 -3.488 0.576
H 2.355 -3.328 -2.625 0.434
H 2.557 -5.319 -4.917 0.451
H 3.850 -5.345 -7.017 0.405
H 4.551 -3.211 -8.063 0.405
H 3.963 -1.066 -6.996 0.444
Ge -3.340 0.666 0.820 0.369
C -4.241 -0.905 0.188 0.368
C -5.175 -0.770 -0.837 -0.586
C -5.920 -1.866 -1.249 -0.664
C -5.734 -3.099 -0.638 -0.603
C -4.809 -3.236 0.389 -0.590
C -4.065 -2.140 0.804 -0.420
C -2.845 2.140 -0.328 0.198
C -3.188 3.408 0.145 -0.565
C -2.969 4.537 -0.635 -0.911
C -2.426 4.405 -1.904 -0.566
C -2.084 3.148 -2.386 -0.790
C -2.285 2.022 -1.601 0.719
H -4.287 1.323 1.850 -0.270
H -5.320 0.189 -1.324 0.393
H -6.641 -1.760 -2.050 0.435
H -6.313 -3.955 -0.961 0.407
H -4.673 -4.196 0.870 0.439
H -3.331 -2.253 1.595 0.281
H -3.639 3.517 1.125 0.386
H -3.240 5.515 -0.257 0.456
H -2.270 5.282 -2.520 0.436
H -1.661 3.043 -3.378 0.525
H -1.966 1.058 -1.959 -0.063



Entry 4:
126
Properties=species:S:1:pos:R:3:mulliken_charge:R:1 method="wB97M-V/def2-TZVPD" relative_energy_ev=0.000 spin_multiplicity=3 homo_lumo_gap_ev="6.04 / 6.49" total_charge=-2 energy_ha=-14184.278513
Ti -0.235 -0.661 -0.812 -0.563
C -3.799 1.335 2.553 -1.518
As -1.965 1.280 1.814 1.151
C -2.074 3.190 1.271 -1.665
C -1.018 1.274 3.587 -2.599
C -0.269 2.458 4.251 3.738
C 0.700 1.836 5.267 -1.807
C 0.520 3.321 3.252 -1.939
As 1.353 2.441 1.688 1.520
C 1.784 4.155 0.793 -1.600
C 3.145 2.194 2.470 -1.402
C -1.331 3.321 4.965 -1.785
As -1.039 5.069 5.852 0.291
C 0.783 5.012 6.599 -1.133
C -0.625 6.269 4.347 -1.033
H -3.892 2.114 3.313 0.382
H -4.038 0.364 2.984 0.287
H -4.504 1.541 1.746 0.344
H -2.318 3.870 2.090 0.426
H -2.881 3.243 0.538 0.492
H -1.161 3.518 0.774 0.170
H -0.291 0.472 3.425 0.064
H -1.744 0.873 4.301 0.617
H 1.423 1.204 4.744 0.204
H 0.155 1.207 5.977 0.419
H 1.247 2.596 5.827 0.350
H 1.306 3.868 3.782 0.663
H -0.155 4.059 2.819 0.230
H 1.806 4.990 1.496 0.393
H 1.048 4.366 0.016 0.280
H 2.758 4.073 0.309 0.449
H 3.439 3.047 3.085 0.473
H 3.871 2.067 1.663 0.428
H 3.148 1.282 3.064 0.136
H -1.803 2.712 5.741 0.557
H -2.126 3.550 4.248 0.164
H 0.850 4.246 7.371 0.315
H 0.987 5.978 7.062 0.388
H 1.538 4.823 5.836 0.259
H -1.420 6.216 3.603 0.303
H 0.324 6.032 3.869 0.180
H -0.583 7.291 4.725 0.445
N -1.672 -0.538 -4.626 -0.268
C -1.647 -1.420 -3.575 0.578
O -1.243 -0.971 -2.455 1.314
C -2.059 -2.740 -3.804 -2.589
I -4.810 -2.650 -3.983 -0.408
H -1.638 0.437 -4.367 0.075
H -2.351 -0.741 -5.343 0.353
H -1.998 -3.448 -2.995 0.582
H -2.056 -3.125 -4.811 0.372
Cl -1.295 -3.767 3.649 -0.253
C -1.238 -3.533 1.897 2.622
Cl -2.165 -4.820 1.070 -0.252
C -1.830 -2.168 1.464 -0.553
O -2.629 -1.613 2.195 -0.597
O -1.420 -1.794 0.310 -0.343
H -0.209 -3.635 1.587 -1.621
Se 1.377 -1.146 1.451 -0.412
C 2.342 -2.754 1.868 0.840
C 3.158 -2.754 3.003 -1.107
C 3.868 -3.888 3.367 -0.634
C 3.784 -5.052 2.611 -0.693
C 2.972 -5.064 1.485 -0.774
C 2.258 -3.928 1.118 -0.049
H 3.221 -1.848 3.595 0.346
H 4.493 -3.868 4.254 0.399
H 4.343 -5.935 2.898 0.337
H 2.885 -5.961 0.880 0.521
H 1.641 -3.950 0.233 0.282
O -4.924 2.228 -3.441 -0.682
S -3.619 3.323 -3.294 0.348
O -3.268 3.636 -4.672 -0.632
N -2.437 2.375 -2.729 -0.542
C -2.653 1.447 -1.791 -0.469
O -1.737 1.012 -1.070 1.057
C -4.015 0.879 -1.635 0.298
C -4.232 -0.138 -0.704 0.444
C -5.482 -0.706 -0.554 -1.195
C -6.530 -0.269 -1.355 -0.513
C -6.323 0.715 -2.308 -0.561
C -5.066 1.284 -2.459 0.894
H -3.394 -0.484 -0.114 -0.193
H -5.627 -1.493 0.175 0.487
H -7.517 -0.701 -1.249 0.339
H -7.122 1.051 -2.957 0.404
C 1.350 -7.352 -3.289 -0.450
C 2.061 -6.228 -3.692 -1.106
C 1.743 -4.969 -3.201 -0.241
C 0.698 -4.796 -2.282 1.530
C -0.011 -5.941 -1.894 -0.488
C 0.307 -7.198 -2.387 -0.881
C 0.286 -3.509 -1.673 -0.615
C 0.849 -2.295 -1.722 1.835
C 2.086 -2.013 -2.471 0.398
C 3.344 -2.226 -1.890 0.199
C 4.509 -1.880 -2.561 -0.926
C 4.455 -1.298 -3.820 -0.877
C 3.214 -1.072 -4.407 -0.722
C 2.047 -1.429 -3.746 -0.124
H 1.604 -8.332 -3.677 0.376
H 2.878 -6.334 -4.398 0.419
H 2.312 -4.117 -3.539 0.667
H -0.826 -5.832 -1.186 0.349
H -0.264 -8.062 -2.062 0.398
H -0.613 -3.611 -1.070 -0.224
H 3.396 -2.668 -0.902 0.257
H 5.470 -2.059 -2.088 0.395
H 5.366 -1.017 -4.338 0.296
H 3.153 -0.605 -5.384 0.399
H 1.084 -1.256 -4.214 0.305
N -0.145 3.385 -4.432 -0.044
C 1.175 3.214 -4.283 0.278
O 2.006 3.736 -5.020 -0.758
C 1.613 2.339 -3.144 -0.202
C 2.935 2.411 -2.747 -0.892
C 3.343 1.583 -1.722 -1.049
C 2.439 0.737 -1.117 -0.142
N 1.155 0.632 -1.492 2.371
C 0.776 1.427 -2.512 0.062
H -0.472 3.958 -5.191 0.206
H -0.853 3.025 -3.797 0.408
H 3.606 3.097 -3.247 0.462
H 4.370 1.581 -1.382 0.521
H 2.749 0.078 -0.320 0.104
H -0.248 1.316 -2.826 -1.118